[1]
{
  "formula": "C2H4O3PS",
  "method": "wB97M-V/def2-TZVPD",
  "species": ["C", "C", "O", "O", "O", "P", "S", "H", "H", "H", "H"],
  "positions_angstrom": [[-1.1992, -0.4654, 0.8966], [-0.5567, 0.7619, 0.5497], [1.6295, -1.1417, 0.4105], [-1.2878, -1.1056, 1.9175], [1.6795, 0.6847, -1.3234], [0.8082, -0.4878, -0.6171], [0.1105, -1.6499, -2.2082], [-1.6621, -0.8830, 0.0114], [-0.0340, 1.4294, 1.2678], [-1.1301, 1.3748, -0.1123], [1.6423, 1.4826, -0.7925]],
  "gap_ha": [0.153, 0.173],
  "spin_multiplicity": 3,
  "homo_ev": [-0.4803, -4.0952],
  "largest_force_ev_per_a": 3.50,
  "energy_ha": -1043.815304,
  "charge": -1
}

---

[2]
{
  "formula": "C2H4O3S2",
  "method": "wB97M-V/def2-TZVPD",
  "species": ["C", "C", "O", "O", "O", "S", "S", "H", "H", "H", "H"],
  "positions_angstrom": [[-2.0137, 0.3859, -0.0103], [1.8689, -0.2835, -0.5193], [-0.0538, -2.2944, -0.1931], [0.0745, -0.3281, 1.2772], [-1.1765, 0.1579, -0.9085], [1.8949, 1.3669, -0.1846], [0.2937, -0.8950, -0.0434], [-2.1577, -0.4575, 0.7485], [-2.2409, 1.4397, 0.3495], [1.8562, -0.3418, -1.6212], [1.6544, 1.2499, 1.1053]],
  "gap_ha": [0.245, 0.245],
  "homo_ev": [-8.4002, -8.4036],
  "largest_force_ev_per_a": 4.16,
  "energy_ha": -1100.522063,
  "charge": 0
}

---

[3]
{
  "formula": "C2H4O3S2",
  "method": "wB97M-V/def2-TZVPD",
  "species": ["C", "C", "O", "O", "O", "S", "S", "H", "H", "H", "H"],
  "positions_angstrom": [[0.9024, -0.2729, 0.7518], [-0.1321, 0.1578, -0.2510], [4.2170, 0.2602, 0.4785], [2.7626, 0.9271, -1.3048], [1.7940, 0.7012, 0.9789], [2.0397, -1.5765, -0.1514], [2.9463, 0.2372, -0.1073], [0.5849, -0.8388, 1.6130], [-0.5393, 1.0154, 0.1679], [-0.9157, -0.5364, -0.4787], [0.4779, 0.6368, -1.0328]],
  "gap_ha": 0.366,
  "homo_ev": -10.2204,
  "largest_force_ev_per_a": 4.49,
  "energy_ha": -1100.639444,
  "charge": 0
}

---

Question: Among the records above, which one has the lowest charge?
Answer: C2H4O3PS

---

Repeat the second record exactly.
{
  "formula": "C2H4O3S2",
  "method": "wB97M-V/def2-TZVPD",
  "species": ["C", "C", "O", "O", "O", "S", "S", "H", "H", "H", "H"],
  "positions_angstrom": [[-2.0137, 0.3859, -0.0103], [1.8689, -0.2835, -0.5193], [-0.0538, -2.2944, -0.1931], [0.0745, -0.3281, 1.2772], [-1.1765, 0.1579, -0.9085], [1.8949, 1.3669, -0.1846], [0.2937, -0.8950, -0.0434], [-2.1577, -0.4575, 0.7485], [-2.2409, 1.4397, 0.3495], [1.8562, -0.3418, -1.6212], [1.6544, 1.2499, 1.1053]],
  "gap_ha": [0.245, 0.245],
  "homo_ev": [-8.4002, -8.4036],
  "largest_force_ev_per_a": 4.16,
  "energy_ha": -1100.522063,
  "charge": 0
}

---

Question: Which formula does entry 2 have?
Answer: C2H4O3S2